# 1
The following is a quantum chemistry calculation of a structure of composition C26H44N4O4RuSe, from OMol25.

Output
**Total charge**: +1
**Frontier orbital gap (spin up / spin down)**: 7.904 / 6.648 eV
**HOMO level (spin up / spin down)**: -10.313 / -10.280 eV
**Energy above the lowest of the compared OMol25 structures with the same formula, charge and spin**: 32.6 kcal per mole
**Spin multiplicity**: 6

Each line ends with the Löwdin spin population.
Cartesian coordinates (Å):
1 Ru -0.02050 -0.00768 0.60760  3.17
2 Se -3.38023 1.28145 -2.34404  0.71
3 O -1.90261 -1.50966 -2.62104  0.04
4 O -0.72169 0.13914 2.68523  0.15
5 O -1.38496 -0.35833 -0.75409  0.18
6 O -2.87186 0.71939 2.17318  0.04
7 N 1.64291 0.80526 -1.63953  0.03
8 N 0.97553 -1.93354 -0.89455  0.09
9 N 0.16751 2.30702 1.06774  0.10
10 N 1.81632 -0.00489 1.91400  0.06
11 C 1.57314 2.26476 -2.08086  0.00
12 C 1.21650 2.37063 2.12272  0.01
13 C -1.68249 0.91442 2.21546  0.02
14 C 3.90766 -0.87306 0.87875  0.00
15 C 0.44188 2.47811 -3.08369  0.00
16 C -1.30864 -1.41128 -1.58082  0.02
17 C -4.22734 2.63440 -3.32813  0.07
18 C 1.18748 -0.18395 -2.64271  0.00
19 C -3.52544 3.78638 -3.70872  0.06
20 C 2.36466 1.35872 1.99426  0.01
21 C 0.32611 3.39033 0.04284  0.01
22 C -1.19965 2.28793 1.67192  0.01
23 C 2.89512 2.55902 -2.80063  0.00
24 C 1.88842 -2.80468 -0.07111  0.00
25 C 2.75605 -1.17882 1.82405  0.01
26 C 1.55738 3.16496 -0.83815  0.00
27 C -5.58971 2.53671 -3.63876  0.06
28 C 1.61775 -4.29879 -0.22981  0.00
29 C 1.57708 -1.57374 -2.17960  0.01
30 C -6.23444 3.57436 -4.28981  -0.01
31 C -4.17460 4.82413 -4.35344  -0.01
32 C 1.88816 -2.40086 1.40315  0.02
33 C -0.37048 -2.49883 -1.07967  0.01
34 C -5.53085 4.72011 -4.64039  0.07
35 C -0.94866 3.72891 -0.71286  0.00
36 C 3.32455 -1.45457 3.21839  0.00
37 H 3.06277 1.84531 -3.61008  0.00
38 H 0.57520 4.30135 0.60477  0.00
39 H 2.99651 1.48563 2.87908  0.00
40 H 2.87459 3.55571 -3.23765  0.00
41 H 0.11796 -0.06002 -2.77594  0.00
42 H -1.95633 2.55142 0.94758  0.00
43 H 2.60810 0.60605 -1.37560  0.00
44 H -0.52129 2.08421 -2.76055  0.00
45 H -6.03945 5.53328 -5.14172  0.00
46 H 2.38432 2.83022 -0.20832  0.00
47 H 1.84888 4.16107 -1.18030  0.00
48 H -1.44099 2.86344 -1.15274  0.01
49 H -1.30247 2.96032 2.53220  0.00
50 H 0.73038 2.19168 3.07999  0.00
51 H -6.13085 1.64222 -3.36026  0.00
52 H 3.56626 -0.49862 -0.08746  0.00
53 H 2.53033 -1.74084 3.91148  0.00
54 H -7.28790 3.49279 -4.52238  0.00
55 H 2.21401 -3.26368 1.98762  0.00
56 H 1.64376 3.37748 2.15296  0.00
57 H 2.66294 -1.60590 -2.06733  0.00
58 H -0.74542 -2.85243 -0.11644  0.00
59 H -1.66518 4.23430 -0.06977  0.00
60 H 0.85254 -2.21878 1.72170  0.01
61 H 0.33680 3.54397 -3.27781  0.00
62 H -0.70033 4.42823 -1.51188  0.00
63 H -0.38708 -3.32423 -1.79380  0.00
64 H 4.49732 -1.77270 0.70210  0.00
65 H 1.31239 -2.28885 -2.96713  0.00
66 H 4.04946 -2.26867 3.17992  0.00
67 H 3.83353 -0.57640 3.62019  0.00
68 H -2.46798 3.85847 -3.48518  0.00
69 H 2.44677 -4.85924 0.20216  0.00
70 H 2.88809 -2.63294 -0.46425  0.00
71 H 1.07162 0.56328 -0.67898  0.02
72 H 1.27854 -0.15173 2.76908  0.00
73 H 0.69096 2.00279 -4.03272  0.00
74 H 0.70432 -4.60951 0.27925  0.00
75 H 2.97948 1.54323 1.11624  0.00
76 H 1.54183 -4.58551 -1.27957  0.00
77 H 3.74474 2.50586 -2.11336  0.00
78 H 1.65852 -0.02809 -3.61286  0.00
79 H 4.57812 -0.13228 1.31475  0.00
80 H -3.62803 5.71506 -4.63491  0.00


# 2
The following is a quantum chemistry calculation of a structure of composition C26H45IrN7PS4, from OMol25.

Output
**Total charge**: 0
**Frontier orbital gap (spin up / spin down)**: 6.539 / 4.913 eV
**HOMO level (spin up / spin down)**: -6.699 / -7.722 eV
**Energy above the lowest of the compared OMol25 structures with the same formula, charge and spin**: 9.7 kcal per mole
**Spin multiplicity**: 5

Each line ends with the Löwdin spin population.
Cartesian coordinates (Å):
1 Ir -0.51320 -1.34304 0.67300  2.11
2 S -2.27451 -0.18503 1.91386  0.11
3 S -2.45802 -3.09095 2.49431  0.44
4 S -3.18309 -3.02597 -2.75487  0.05
5 S 1.29240 -1.31891 2.59533  0.09
6 P 0.13231 0.57485 -0.75731  0.09
7 N 0.73905 -3.93162 2.68248  0.01
8 N -5.55338 -3.34053 4.42343  0.15
9 N -5.46077 0.92352 3.46871  0.16
10 N 2.20357 -3.18688 4.26280  0.01
11 N -1.34473 -2.70686 -0.67533  0.09
12 N 2.80892 -1.97924 -0.30757  0.00
13 N 1.54338 -2.64053 -0.26161  0.08
14 C -0.00274 1.20635 -4.54081  0.00
15 C 0.64622 -5.25442 3.27865  0.00
16 C -3.49926 3.33152 -1.42213  0.00
17 C -3.52471 1.98268 -2.16515  0.00
18 C -2.12391 -2.84102 -1.55038  0.05
19 C 0.20105 -0.06099 -5.38101  0.00
20 C -2.50851 0.98768 -1.58399  0.00
21 C 1.01978 1.28486 -3.40706  0.01
22 C 3.55712 2.96691 1.25204  0.00
23 C -4.93998 -0.10227 3.38851  0.04
24 C 0.13838 -1.07163 -3.08604  0.00
25 C -3.05361 -1.54296 2.61034  0.05
26 C 1.28172 1.86100 1.52112  0.01
27 C 2.72744 3.78032 0.26161  0.00
28 C -3.04233 3.13899 0.02085  0.00
29 C -1.24018 1.73466 -1.13264  0.02
30 C 0.85615 0.10968 -2.39850  0.01
31 C -4.31392 -1.38262 3.28766  0.33
32 C 1.48805 1.55926 0.02686  0.01
33 C 1.41780 -2.90522 3.21621  0.02
34 C 2.64578 2.12443 2.17296  0.00
35 C -1.58517 2.64753 0.07055  0.00
36 C 1.93846 2.85570 -0.68324  0.00
37 C 3.07736 -2.22342 4.92024  0.00
38 C -4.98697 -2.48371 3.89974  0.03
39 C 0.66032 -1.24121 -4.50810  0.00
40 H 2.29809 -4.15173 4.52780  0.00
41 H 2.55643 -1.27816 5.04084  0.00
42 H 0.28768 -5.21088 4.31109  0.00
43 H -0.94028 -0.92964 -3.12734  0.00
44 H 4.19107 3.62656 1.84583  0.00
45 H 0.02787 -3.65030 2.01944  0.01
46 H -0.90655 3.50470 0.08089  0.00
47 H 3.12409 1.16552 2.39535  0.00
48 H -3.69207 2.41224 0.51962  0.00
49 H -2.93141 0.47450 -0.71764  0.00
50 H 3.33485 -2.61652 5.90132  0.00
51 H 2.50148 2.63050 3.13102  0.00
52 H 1.84514 -0.25728 -2.10850  0.00
53 H 2.56903 2.60033 -1.53524  0.00
54 H 1.07653 3.39756 -1.07896  0.00
55 H -0.06242 -5.83924 2.69873  0.00
56 H -1.01205 1.21249 -4.11429  0.00
57 H 0.31343 -2.18650 -4.92766  0.00
58 H -3.31373 2.14230 -3.22592  0.00
59 H 3.36284 4.44504 -0.32680  0.00
60 H -4.52110 1.53971 -2.10982  0.00
61 H 3.98890 -2.04802 4.34861  0.00
62 H -2.80771 4.02098 -1.92077  0.00
63 H 0.27591 -1.97880 -2.51459  0.00
64 H 3.56699 -2.64755 -0.39184  0.00
65 H -2.29975 0.20953 -2.31464  0.00
66 H 0.94024 2.25037 -2.91721  0.00
67 H 0.75539 1.05782 2.03751  0.00
68 H 1.60599 -5.77472 3.25068  0.00
69 H 2.31421 0.83893 -0.03447  0.00
70 H -1.42573 2.11729 1.01214  0.00
71 H 1.57101 -3.49885 0.28042  0.00
72 H 2.04081 4.42659 0.81683  0.00
73 H -0.73264 -0.31747 -5.88437  0.00
74 H -0.89861 2.36076 -1.96280  0.00
75 H 1.75560 -1.29147 -4.48141  0.00
76 H -4.48191 3.80447 -1.45892  0.00
77 H -3.13277 4.07006 0.58423  0.00
78 H 2.90911 -1.50439 0.58371  0.00
79 H 4.23440 2.31418 0.69204  0.00
80 H 1.26178 -2.87496 -1.20229  0.00
81 H 0.65042 2.74482 1.62162  0.00
82 H 0.93737 0.13084 -6.16465  0.00
83 H 2.02754 1.25047 -3.83607  0.00
84 H 0.06831 2.09703 -5.16903  0.00


# 3
The following is a quantum chemistry calculation of a structure of composition C26H46AlO2P2, from OMol25.

Output
**Total charge**: +1
**Frontier orbital gap (spin up / spin down)**: 4.283 / 5.725 eV
**HOMO level (spin up / spin down)**: -9.414 / -9.410 eV
**Energy above the lowest of the compared OMol25 structures with the same formula, charge and spin**: 105.3 kcal per mole

Each line ends with the Mulliken charge.
Cartesian coordinates (Å):
1 P 0.53121 2.01727 1.66301  1.11
2 P 0.21048 -1.55388 -2.25346  1.61
3 Al 2.01341 1.24079 -0.49420  -0.32
4 O 0.92307 -1.71226 0.17151  -0.30
5 O 2.23298 -0.02222 0.93353  -0.41
6 C -0.66156 -2.96618 3.12365  -1.60
7 C 3.04986 3.71604 -1.15590  -1.30
8 C 2.51666 3.09849 -2.48489  -0.64
9 C 1.84177 -1.27813 0.88920  0.66
10 C -3.14108 -1.30985 0.89515  0.68
11 C -2.37848 -1.36461 2.09010  0.67
12 C 0.53831 4.34363 0.18463  -1.51
13 C -1.26169 -4.49995 0.42298  -1.71
14 C 2.68664 2.91862 0.10577  -0.16
15 C 2.75924 -0.17251 -1.77923  -1.43
16 C -2.83713 -2.46858 0.13780  0.32
17 C 0.01024 3.69755 -1.09188  -1.55
18 C -0.84080 -0.46390 -3.28420  -1.52
19 C -1.25583 2.25606 1.53304  -0.58
20 C 1.45162 2.04173 -2.25573  0.31
21 C -1.84551 -3.20767 0.83740  1.02
22 C 1.93991 -1.04229 -2.72615  -1.29
23 C 2.60071 -2.21735 1.78908  -1.43
24 C 0.09278 -3.22014 -2.97519  -1.29
25 C -1.56807 -2.52338 2.04326  0.29
26 C 0.40115 2.24640 -1.31501  -0.93
27 C 1.50176 3.43107 0.93865  -0.41
28 C -4.13308 -0.27870 0.53059  -1.77
29 C -3.48562 -2.87310 -1.13162  -1.25
30 C -2.45407 -0.44257 3.24835  -1.27
31 C 1.04270 2.00340 3.38842  -1.39
32 H 2.45100 -2.01180 -2.85480  0.58
33 H -1.21687 -4.58935 -0.66966  0.28
34 H 0.93153 -3.81663 -2.58281  0.40
35 H -1.72827 1.26821 1.42907  -0.66
36 H 1.32930 3.03009 3.67076  0.45
37 H 1.91936 1.33930 3.48549  0.33
38 H 0.05700 -3.71203 2.77039  0.40
39 H -2.96834 -0.91927 4.09595  0.39
40 H -5.13461 -0.52621 0.91403  0.33
41 H 2.66690 -3.20610 1.31254  0.36
42 H -1.62437 -1.07969 -3.74998  0.55
43 H 3.38293 0.50207 -2.38752  0.65
44 H -0.44726 1.55571 -1.31110  0.70
45 H -1.24641 -3.41687 3.94224  0.38
46 H 1.24117 1.42942 -3.13994  0.46
47 H 0.13472 -3.16064 -4.07210  0.45
48 H 3.36399 2.64620 -3.02383  0.33
49 H 2.14434 3.90178 -3.14409  0.50
50 H 1.87750 3.95438 1.83347  0.86
51 H 2.74461 4.76951 -1.09230  0.18
52 H -2.77635 -3.37638 -1.79914  0.25
53 H 3.57925 2.75993 0.72874  0.96
54 H -0.24055 -4.61316 0.80899  0.32
55 H 1.81482 -0.54077 -3.70061  0.57
56 H -1.08102 3.77085 -1.11540  0.49
57 H -3.00555 0.46876 2.99881  0.42
58 H 3.60961 -1.82421 1.98345  0.39
59 H -1.31677 0.27954 -2.62873  0.31
60 H 2.06252 -2.32620 2.74122  0.21
61 H -0.85850 -3.67505 -2.65950  0.23
62 H -3.85947 0.70052 0.93962  0.42
63 H -4.21293 -0.18867 -0.55807  0.38
64 H 0.38434 4.28757 -1.93995  0.37
65 H 3.44943 -0.80675 -1.20289  0.58
66 H -1.55586 2.84367 0.65574  0.38
67 H -1.86221 -5.34204 0.80421  0.36
68 H -0.27886 4.64393 0.84772  0.46
69 H -4.31529 -3.57323 -0.94821  0.32
70 H -1.63600 2.73126 2.45012  0.55
71 H 0.23066 1.63839 4.04258  0.43
72 H -0.25080 0.05960 -4.05603  0.53
73 H -1.45212 -0.15526 3.59906  0.05
74 H -3.89894 -2.00203 -1.65072  0.30
75 H 1.05023 5.27176 -0.05960  0.56
76 H -0.08768 -2.13087 3.54800  0.25
77 H 4.14822 3.74696 -1.23382  0.40